# 1
The following is a quantum chemistry calculation of 2 unconnected molecules or ions with the total composition C4H10NO3 at a distorted geometry, from the OMol25 dataset.

```
18
Properties=species:S:1:pos:R:3:mulliken_charge:R:1
O 1.67 0.50 2.21 -0.6368
O -0.45 0.19 -2.86 -0.4972
O -0.41 -1.38 1.97 -0.5231
N 1.50 0.96 -2.09 -0.3829
C -0.88 -0.74 -0.35 -0.6169
C -0.46 0.67 -0.65 -0.1449
C -1.38 -0.82 1.35 -0.4161
C 0.13 0.64 -1.97 0.2544
H -1.55 -1.37 -0.98 0.3948
H -2.29 -1.41 1.26 0.3895
H -0.06 -1.56 -0.46 0.3433
H 2.04 0.86 -1.33 0.1886
H -1.43 1.25 -0.44 0.2843
H 2.17 0.33 3.05 0.3304
H 1.92 1.08 -2.98 0.2073
H 0.26 0.86 0.13 0.1576
H 0.96 -0.25 2.48 0.3835
H -1.73 0.22 1.66 0.2841
```

The value obtained for the relative energy (zero: lowest compared OMol25 entry of this formula, charge and spin) is 2.378 eV. As for the multiplicity: 2. The gap between HOMO and LUMO (spin up / spin down) is 10.9 / 8.1 eV. The expectation value of S² is 0.759.

***

# 2
The following is a quantum chemistry calculation of a molecular structure, C33H57CrN3O5Si at a distorted geometry, from the OMol25 dataset.

```
100
Properties=species:S:1:pos:R:3:mulliken_charge:R:1
Cr 0.56 1.03 0.34 0.5355
Si 0.23 -2.51 -0.50 0.7618
O -2.27 0.31 1.72 0.3663
O 1.35 5.09 -2.40 -0.4423
O 2.59 5.85 -0.73 -0.3910
O 0.14 0.01 -1.97 -0.4280
O -3.63 -2.49 -2.24 -0.2238
N 1.31 1.16 2.01 1.3299
N 1.83 5.98 -1.67 0.1243
N 2.52 0.43 -0.44 2.6082
C -1.27 3.39 4.34 -0.9350
C 3.40 2.68 -3.22 -0.7522
C 3.84 2.95 -0.75 -1.3768
C -3.99 0.27 0.05 -2.1120
C -2.74 0.90 0.49 0.1708
C 3.39 2.17 -1.94 0.9247
C -3.02 -1.72 -4.43 -1.4797
C 0.23 1.86 2.64 0.3464
C -0.21 -0.23 3.97 -1.1792
C -0.70 3.98 3.20 -1.1173
C 2.86 0.52 -4.15 -0.2629
C 0.39 -4.12 -1.50 -1.3250
C 3.52 0.30 1.75 -2.0085
C 2.94 0.84 -1.75 -0.0522
C -1.07 -2.88 0.85 -0.4394
C 2.92 -0.04 -2.87 -0.1626
C -4.09 1.15 3.18 -1.3963
C 2.89 -1.54 -2.69 -1.4692
C -3.33 -0.02 2.62 -0.9271
C 4.81 -0.48 -0.21 -1.6108
C 2.53 0.99 2.46 0.5222
C -5.10 -4.34 -1.49 -1.5505
C -0.39 1.23 3.73 0.4861
C -0.01 3.20 2.28 0.9118
C -1.14 2.02 4.59 -0.7020
C 0.58 3.78 1.02 -1.2280
C -3.81 -3.54 -1.29 0.3163
C -2.94 -2.84 -3.44 0.4748
C 3.11 1.89 -4.33 -1.1034
C 3.53 0.07 0.37 0.1701
C -0.17 -1.34 -2.08 -0.5589
C 1.69 -2.51 0.71 -0.9453
C 2.89 1.60 3.76 -1.6969
H -5.24 -5.02 -0.65 0.4398
H 2.22 -2.03 -3.43 0.4156
H -0.49 -4.28 -2.13 0.3020
H -4.58 0.94 4.13 0.3874
H -5.04 -4.93 -2.42 0.3213
H 1.66 3.92 1.07 0.4147
H 2.67 -2.58 0.22 0.3265
H 1.68 -1.64 1.38 -0.0524
H 5.41 -1.00 0.55 0.5881
H 0.73 -0.08 -2.74 -0.0480
H -5.97 -3.66 -1.54 0.3093
H 0.16 4.78 0.85 0.5056
H -4.74 0.20 0.84 0.4552
H -1.92 0.73 -0.21 0.0745
H 4.14 3.96 -1.03 0.5107
H -1.39 -1.96 1.37 -0.3873
H 3.05 3.06 0.00 -0.0445
H 4.63 -1.18 -1.04 0.0630
H -1.85 4.00 5.02 0.4084
H 0.37 3.22 0.07 0.0653
H 3.89 -2.00 -2.83 0.4078
H 3.59 3.76 -3.34 0.3614
H 0.84 -0.51 4.22 0.3534
H 2.72 2.69 3.75 0.2690
H -2.72 1.97 0.67 0.2296
H 2.35 1.14 4.59 0.2112
H -0.51 -0.83 3.09 -0.0215
H -2.95 -4.24 -1.30 0.0956
H -3.37 -3.76 -3.85 0.4772
H -4.05 -1.51 -4.71 0.3912
H 4.68 2.46 -0.23 0.1570
H -0.04 -1.97 -2.98 0.6199
H -3.83 -0.70 -0.39 0.4843
H 4.43 0.11 2.31 0.4197
H 2.60 -0.13 -5.02 0.4229
H -2.94 -0.61 3.46 0.4578
H 3.05 2.33 -5.33 0.3868
H -4.01 -0.64 2.04 0.8205
H 3.97 1.41 3.85 0.5719
H 2.55 -1.80 -1.68 -0.0245
H -1.90 -3.04 -3.18 -0.4041
H -0.78 5.04 3.01 0.5591
H -1.61 1.54 5.45 0.4273
H -2.49 -2.00 -5.33 0.4080
H -3.52 2.07 3.33 0.2185
H -4.88 1.49 2.52 0.3274
H 1.59 -3.41 1.35 0.6459
H 0.50 -5.02 -0.88 0.4097
H -1.96 -3.37 0.45 0.1992
H -4.41 0.90 -0.69 0.4869
H -2.58 -0.80 -4.05 0.2526
H -0.85 -0.54 4.81 0.4773
H -3.85 -3.05 -0.30 0.1348
H -1.23 -1.16 -1.99 0.5190
H 1.26 -4.08 -2.16 0.3403
H -0.68 -3.56 1.63 0.3970
H 5.43 0.34 -0.61 0.2819
```

The value obtained for the relative energy (zero: lowest compared OMol25 entry of this formula, charge and spin) is 0.000 eV. As for the multiplicity: 5. The gap between HOMO and LUMO (spin up / spin down) is 4.2 / 4.4 eV. The expectation value of S² is 6.029.

***

# 3
The following is a quantum chemistry calculation of C19H20N2 in the gas phase, from the OMol25 dataset.

```
41
Properties=species:S:1:pos:R:3:mulliken_charge:R:1
N 0.59 0.58 -1.19 0.5568
N -1.03 -0.58 -2.22 -0.8418
C -1.39 -0.43 0.10 -0.9225
C -4.08 -1.29 3.45 -0.6862
C -0.59 -0.13 -1.06 0.1409
C 0.44 2.24 0.64 -1.6755
C 3.46 -0.03 -0.30 -1.3131
C 0.90 0.55 -2.53 0.8818
C -0.13 -0.19 -3.16 0.4022
C -1.01 -0.63 1.37 0.2996
C 1.94 0.86 -4.63 -0.7880
C -1.33 -1.40 3.68 -0.4111
C -1.90 -0.99 2.47 0.7586
C 1.94 1.09 -3.27 -0.6709
C 2.34 0.53 0.56 -0.1822
C -0.11 -0.42 -4.53 -0.7052
C 0.93 0.12 -5.25 -0.4699
C -3.51 -1.71 4.64 -0.4004
C -3.29 -0.94 2.37 -0.3289
C 1.35 1.38 -0.24 0.1380
C -2.13 -1.76 4.75 -0.6659
H 2.73 1.67 -2.82 0.2711
H -2.42 -0.61 -0.18 0.3644
H 3.07 -0.63 -1.11 0.3318
H -0.89 -0.99 -5.00 0.4549
H -0.26 -1.44 3.77 0.3556
H 2.76 1.15 1.36 0.5088
H 1.82 -0.31 1.03 -0.0189
H 4.05 0.78 -0.73 0.2935
H 1.04 2.97 1.17 0.4610
H -5.16 -1.25 3.36 0.3693
H -0.28 2.77 0.02 0.4112
H 4.13 -0.65 0.30 0.4174
H 1.94 2.07 -0.86 0.1707
H -4.13 -1.98 5.48 0.3810
H 2.74 1.27 -5.24 0.3938
H 0.03 -0.57 1.65 0.3315
H -3.76 -0.61 1.46 0.2985
H -0.10 1.64 1.37 0.3371
H -1.67 -2.07 5.68 0.3685
H 0.98 -0.04 -6.32 0.3820
```

The value obtained for the relative energy (zero: lowest compared OMol25 entry of this formula, charge and spin) is 0.000 eV. The gap between HOMO and LUMO is 7.9 eV. The SMILES is CC[C@H](C)n1c(/C=C/c2ccccc2)nc2ccccc21.

***

# 4
The following is a quantum chemistry calculation of 2 unconnected molecules or ions with the total composition C4H7O2, from the OMol25 dataset.

```
13
Properties=species:S:1:pos:R:3:mulliken_charge:R:1
O 1.15 -1.27 -0.09 -0.7396
O 0.14 0.64 -0.71 -0.6741
C 2.16 0.03 -1.80 -0.9729
C -1.56 -0.34 1.89 -0.4640
C 1.05 -0.22 -0.76 0.6297
C -2.35 0.54 1.31 -0.4658
H 3.08 -0.46 -1.51 0.2843
H 2.33 1.09 -1.99 0.2868
H -2.06 0.97 0.36 0.2465
H 1.81 -0.44 -2.72 0.1952
H -1.82 -0.76 2.86 0.2267
H -3.29 0.85 1.75 0.2444
H -0.63 -0.64 1.42 0.2028
```

The value obtained for the relative energy (zero: lowest compared OMol25 entry of this formula, charge and spin) is 0.857 eV. The gap between HOMO and LUMO is 8.4 eV. As for the charge: -1.

***

Among the records above, which one has the highest relative energy (zero: lowest compared OMol25 entry of this formula, charge and spin)?
C4H10NO3